86
Properties=species:S:1:pos:R:3:mulliken_spin:R:1 method="wB97M-V/def2-TZVPD" fmax_ev_per_a=8.253 orbital_gap_ev="9.122 / 8.089" s_squared=2.01 spin_multiplicity=3 e_homo_ev="-8.59 / -8.59"
O -0.893 -0.567 3.726 0.628
O 2.898 2.211 0.457 0.000
O 5.567 5.988 -0.384 0.000
O 3.324 6.745 -0.756 0.000
O 0.275 0.742 -3.513 0.633
N -1.177 -1.801 4.340 0.290
N 2.924 3.902 -1.799 0.000
N 3.764 4.233 -0.775 0.000
N -0.070 -0.267 -4.431 0.291
C -2.231 -0.306 -3.064 -0.007
C -3.713 -1.571 4.374 0.017
C -0.098 -2.727 2.215 -0.012
C 1.206 -0.934 -4.860 0.025
C -2.397 -1.601 5.195 0.025
C 0.991 -1.670 -6.208 0.009
C -0.499 -2.117 -2.731 0.021
C 1.759 -1.922 -3.799 0.018
C 2.347 0.084 -5.202 -0.017
C 3.501 3.551 0.532 0.000
C 2.219 1.932 1.748 0.000
C -2.613 -2.769 2.470 0.018
C 0.673 2.473 1.829 -0.007
C -1.887 -1.949 -4.842 0.015
C -2.472 -2.711 6.276 0.005
C 4.126 5.683 -0.674 0.000
C -3.832 -2.718 3.379 -0.019
C -1.107 -1.136 -3.771 0.031
C -2.340 -0.291 6.052 -0.006
C 1.476 4.241 -1.576 0.000
C 0.708 4.291 -3.048 0.006
C 0.490 3.943 2.540 0.000
C 0.705 -2.882 -3.261 -0.016
C -1.092 -4.259 3.841 0.011
C -1.270 -2.833 3.249 0.033
H -0.142 -1.811 1.616 0.005
H -1.370 -2.851 -5.166 0.001
H -4.733 -2.580 2.772 0.002
H -3.336 -2.554 6.935 0.000
H 1.926 -2.127 -6.556 0.000
H -0.193 -1.562 -1.832 -0.002
H 1.140 -3.481 -2.453 0.002
H 2.164 0.742 1.819 0.000
H -3.964 -3.668 3.910 0.000
H -2.690 0.406 -3.760 0.000
H -2.701 -3.633 1.800 0.000
H 0.875 -2.764 2.720 0.000
H -2.005 -4.667 4.274 0.001
H 2.007 0.829 -5.931 0.003
H 0.082 1.698 2.517 0.010
H 3.077 2.942 -2.182 0.000
H 2.721 0.613 -4.319 0.001
H 0.274 -2.486 -6.166 0.001
H 2.591 -2.501 -4.217 0.001
H -0.804 -4.980 3.066 0.001
H -0.429 4.635 -2.928 0.000
H -2.410 0.617 5.442 0.001
H 5.606 6.546 0.471 0.000
H 0.104 2.507 0.807 0.001
H 0.664 3.170 -3.445 -0.004
H -1.576 -2.707 6.907 -0.005
H 1.290 4.917 -3.857 0.000
H 0.406 -3.592 -4.040 0.000
H 2.178 -1.362 -2.951 0.003
H -1.260 -2.833 -2.399 0.000
H 2.926 4.312 1.225 0.000
H 1.262 5.165 -0.895 0.000
H -0.665 4.200 2.682 0.000
H -0.301 -4.278 4.602 -0.007
H -3.177 -0.250 6.760 0.000
H 2.866 2.278 2.678 0.000
H -2.623 -1.881 1.821 0.005
H -4.580 -1.588 5.046 0.000
H 3.212 -0.431 -5.639 0.000
H -3.783 -0.625 3.818 0.004
H -3.028 -0.960 -2.690 0.000
H -1.414 -0.241 6.638 0.001
H 0.992 3.305 -1.016 0.001
H 0.967 3.937 3.625 0.000
H -2.111 -1.333 -5.723 -0.008
H 4.562 3.396 1.057 0.000
H 0.660 -0.973 -6.988 -0.006
H 0.917 4.843 1.881 0.000
H -1.865 0.249 -2.193 -0.001
H -0.128 -3.557 1.499 0.000
H -2.848 -2.304 -4.451 0.001
H -2.595 -3.716 5.880 0.000